C3H5N3 in the gas phase. Source: the OMol25 dataset; level of theory: ωB97M-V/def2-TZVPD.

Each atom is followed by the atoms it is bonded to, with distances in Å.
Atoms and positions in Å:
1 N -1.9632 -0.4123 -0.4837  C2 1.278, H8 1.020
2 C -0.7384 -0.1727 -0.2109  N1 1.278, C3 1.451, C6 1.519
3 C 0.4792 -0.9605 -0.1668  C2 1.451, N4 1.339, H9 1.078
4 N 1.4712 -0.0832 0.0315  C3 1.339, N5 1.289, H10 1.016
5 N 1.2132 1.1631 0.2378  N4 1.289, C6 1.454
6 C -0.2389 1.1645 0.3089  C2 1.519, N5 1.454, H7 1.102, H11 1.090
7 H -0.4917 1.0836 1.3784  C6 1.102
8 H -2.1056 -1.4063 -0.6637  N1 1.020
9 H 0.6772 -2.0036 -0.3562  C3 1.078
10 H 2.4541 -0.3413 0.0256  N4 1.016
11 H -0.6883 2.0710 -0.0967  C6 1.090

Summary:
LUMO energy (spin up / spin down): 0.016 / 0.016 Eh
Relative energy (zero: lowest compared OMol25 entry of this formula, charge and spin): 245.1 kJ/mol
HOMO (spin up / spin down): -0.2911 / -0.2911 Eh
Frontier orbital gap (spin up / spin down): 8.36 / 8.36 eV

Partial charges, natural (NBO), in e:
1. N -0.662
2. C 0.229
3. C -0.232
4. N -0.179
5. N -0.256
6. C -0.345
7. H 0.238
8. H 0.329
9. H 0.221
10. H 0.414
11. H 0.242